Entry from the Open Molecules 2025 dataset: a 5-piece molecular cluster, C12H34ClN2O6 overall in a non-equilibrium geometry (ωB97M-V with the def2-TZVPD basis set).

XYZ file:
```
55
Properties=species:S:1:pos:R:3:nbo_charge:R:1
Cl 12.496 9.669 -2.189 -0.996
C 9.592 4.466 -0.946 -0.600
C 10.782 4.153 -1.785 -0.075
C 10.602 4.551 -3.279 -0.075
O 11.558 3.797 -4.004 -0.560
C 11.759 4.157 -5.374 -0.249
N 11.857 4.827 -1.118 -0.815
H 8.722 4.173 -1.533 0.187
H 9.511 5.538 -0.770 0.215
H 9.526 3.986 0.031 0.212
H 10.866 3.069 -1.859 0.185
H 10.757 5.622 -3.411 0.171
H 9.585 4.418 -3.648 0.157
H 10.831 4.283 -5.933 0.167
H 12.442 3.469 -5.872 0.186
H 12.273 5.114 -5.283 0.181
H 11.879 5.748 -1.533 0.367
H 12.710 4.557 -1.586 0.346
C 17.859 7.514 3.221 -0.621
C 17.342 7.429 1.826 -0.083
C 17.326 6.002 1.325 -0.076
O 16.919 6.085 -0.065 -0.546
C 17.035 4.834 -0.681 -0.245
N 15.978 7.930 1.701 -0.789
H 17.559 8.510 3.546 0.231
H 18.924 7.313 3.339 0.204
H 17.429 6.784 3.907 0.192
H 18.048 7.960 1.187 0.191
H 16.582 5.484 1.930 0.157
H 18.291 5.500 1.400 0.164
H 18.053 4.444 -0.712 0.154
H 16.781 5.012 -1.726 0.197
H 16.379 4.091 -0.228 0.165
H 15.438 7.222 2.177 0.327
H 15.822 7.647 0.745 0.378
C 8.673 8.899 -6.820 -0.076
C 8.282 9.955 -5.793 -0.087
O 8.511 9.393 -4.470 -0.741
O 10.068 8.852 -6.823 -0.731
H 8.373 9.184 -7.829 0.161
H 8.109 7.976 -6.688 0.158
H 7.208 10.026 -5.964 0.157
H 8.727 10.926 -6.011 0.180
H 9.407 9.534 -4.156 0.496
H 10.455 8.566 -5.993 0.482
C 9.425 9.478 3.146 -0.072
C 10.905 9.918 3.508 -0.098
O 11.030 11.380 3.533 -0.721
O 9.084 9.683 1.809 -0.712
H 8.760 9.967 3.857 0.162
H 9.491 8.415 3.378 0.146
H 11.495 9.618 2.641 0.193
H 11.330 9.533 4.435 0.164
H 10.431 11.706 4.208 0.449
H 9.800 9.426 1.224 0.490
```

Summary:
Charge ... -1
Energy relative to the best compared isomer or geometry (same formula, charge and spin) ... 172.7 kJ/mol
Frontier orbital gap ... 6.723 eV
Multiplicity ... 1
HOMO level ... -4.04 eV

Entry from the Open Molecules 2025 dataset: one molecule with the formula C5H8N3OP in a non-equilibrium geometry (ωB97M-V with the def2-TZVPD basis set).

XYZ file:
```
18
Properties=species:S:1:pos:R:3:nbo_charge:R:1
C 2.381 0.040 0.705 0.156
C 1.498 1.308 -0.749 0.128
C -2.557 -0.389 -0.184 -0.624
C -1.110 0.078 -0.615 -0.442
C -0.190 -0.137 0.548 -0.399
N 3.341 0.696 0.224 -0.280
N 2.776 1.525 -0.730 -0.275
N 1.180 0.300 0.147 -0.402
O 0.356 -2.746 -0.034 -0.959
P -0.015 -1.935 1.103 1.341
H 2.554 -0.565 1.619 0.204
H 0.898 2.075 -1.185 0.220
H -2.609 -0.087 0.847 0.201
H -3.403 0.079 -0.728 0.231
H -2.775 -1.444 -0.230 0.218
H -0.798 -0.479 -1.560 0.248
H -1.052 1.202 -0.856 0.220
H -0.473 0.478 1.677 0.214
```

Summary:
Charge ... 0
Energy relative to the best compared isomer or geometry (same formula, charge and spin) ... 143.4 kJ/mol
Frontier orbital gap ... 8.388 eV
Multiplicity ... 1
HOMO level ... -9.71 eV

Entry from the Open Molecules 2025 dataset: a 3-piece molecular cluster, CH8NO2 overall in a non-equilibrium geometry (ωB97M-V with the def2-TZVPD basis set).

XYZ file:
```
12
Properties=species:S:1:pos:R:3:nbo_charge:R:1
C 1.012 -1.439 -0.083 0.153
N 0.832 -0.489 -0.943 -0.585
H 0.295 -1.737 0.579 0.215
H 2.109 -1.442 0.232 0.231
H 1.600 0.071 -1.419 0.447
H -0.078 0.089 -0.931 0.494
H -0.950 2.006 0.305 0.508
H 0.113 2.615 -0.691 0.501
O -0.334 1.819 -0.442 -0.973
H -1.266 -1.282 1.479 0.473
H -1.782 -0.005 1.734 0.486
O -1.158 -0.351 1.168 -0.950
```

Summary:
Charge ... +1
Energy relative to the best compared isomer or geometry (same formula, charge and spin) ... 160.5 kJ/mol
Frontier orbital gap ... 10.922 eV
Multiplicity ... 1
HOMO level ... -16.21 eV

Entry from the Open Molecules 2025 dataset: one molecule with the formula C2Cl3F in a non-equilibrium geometry (ωB97M-V with the def2-TZVPD basis set).

XYZ file:
```
6
Properties=species:S:1:pos:R:3:nbo_charge:R:1
F -1.424 -1.070 -0.514 -0.293
Cl 0.899 -0.871 -1.748 0.046
Cl -1.029 0.807 1.741 0.086
Cl 1.680 1.164 0.500 0.060
C -0.238 -0.427 -0.511 0.307
C 0.111 0.397 0.531 -0.206
```

Summary:
Charge ... 0
Energy relative to the best compared isomer or geometry (same formula, charge and spin) ... 16.6 kJ/mol
Frontier orbital gap ... 10.119 eV
Multiplicity ... 1
HOMO level ... -9.52 eV